1.
C20H17N3O5S2 in the gas phase, computed with ωB97M-V/def2-TZVPD.

Results
HOMO-LUMO gap	8.345	eV
structure (SMILES)	C/C(=N\NC(=O)c1ccc(NS(=O)(=O)c2cccs2)cc1)c1ccc2c(c1)OCO2
multiplicity	1
LUMO energy	0.3	eV
electronic energy	-57392.526	eV

Each line ends with the Löwdin charge.
Atoms and positions in Å:
C1 -2.4722 3.8455 1.1300  -0.020
C2 -1.8922 2.6683 0.3912  -0.273
N1 -1.3467 1.6503 0.9412  0.067
N2 -1.2480 1.5175 2.2683  0.068
C3 -0.6942 0.4572 2.9430  -0.412
O1 -0.6029 0.5552 4.1547  0.062
C4 -0.2428 -0.7444 2.2073  -0.131
C5 0.5726 -1.6333 2.9133  0.008
C6 1.0258 -2.8002 2.3386  -0.015
C7 0.6672 -3.1085 1.0270  -0.302
N3 1.1238 -4.2782 0.4373  -0.059
S1 2.5601 -5.0197 0.8738  0.601
O2 2.4671 -5.5620 2.1904  -0.268
O3 2.8704 -5.8832 -0.2218  -0.285
C8 3.7118 -3.6742 0.9204  -0.626
C9 4.5266 -3.3168 1.9494  -0.137
C10 5.3309 -2.1997 1.6309  -0.165
C11 5.1046 -1.7403 0.3712  -0.383
S2 3.9108 -2.6627 -0.4550  1.047
C12 -0.1585 -2.2345 0.3214  -0.013
C13 -0.6177 -1.0714 0.9057  -0.020
C14 -1.9506 2.6444 -1.0732  -0.174
C15 -1.0187 1.8908 -1.7862  -0.029
C16 -1.0327 1.8155 -3.1730  0.018
C17 -2.0155 2.5187 -3.8292  -0.203
C18 -2.9575 3.2726 -3.1259  -0.195
C19 -2.9488 3.3562 -1.7580  0.056
O4 -3.8210 3.8597 -4.0128  0.037
C20 -3.3870 3.4637 -5.2957  -0.156
O5 -2.2629 2.6178 -5.1698  0.038
H1 -2.5043 4.7191 0.4868  0.078
H2 -1.8652 4.0909 2.0017  0.076
H3 -3.4835 3.6214 1.4719  0.096
H4 -1.5593 2.2658 2.8914  0.146
H5 0.8346 -1.3864 3.9306  0.122
H6 1.6325 -3.4945 2.8956  0.098
H7 0.8908 -4.4141 -0.5339  0.122
H8 4.5372 -3.8406 2.8873  0.120
H9 6.0406 -1.7617 2.3092  0.106
H10 5.5701 -0.9106 -0.1250  0.068
H11 -0.4481 -2.4796 -0.6902  0.113
H12 -1.2636 -0.4146 0.3476  0.090
H13 -0.2626 1.3596 -1.2313  0.106
H14 -0.3060 1.2359 -3.7166  0.119
H15 -3.7042 3.9260 -1.2449  0.122
H16 -4.1979 2.9247 -5.8107  0.140
H17 -3.1133 4.3543 -5.8842  0.140

2.
13 unconnected molecules or ions with the total composition C17H60N12O13, computed with ωB97M-V/def2-TZVPD.

Results
HOMO-LUMO gap	7.333	eV
multiplicity	1
LUMO energy	0.2	eV
electronic energy	-63093.945	eV

Each line ends with the Löwdin charge.
Atoms and positions in Å:
C1 -15.2550 -18.1520 10.3010  -0.114
C2 -14.3460 -17.5430 9.3010  -0.342
O1 -13.0960 -17.6780 9.8900  -0.085
H1 -16.2510 -18.2570 9.8550  0.076
H2 -15.5110 -17.6250 11.1720  0.011
H3 -14.8630 -19.1060 10.5650  0.075
H4 -14.6770 -16.5190 9.1480  0.096
H5 -14.4200 -18.1000 8.3340  0.131
H6 -13.0650 -17.1170 10.7120  0.113
C3 -16.2630 -12.1710 10.8170  -0.071
C4 -15.7130 -13.2470 9.8560  -0.328
O2 -14.7450 -14.0540 10.4100  -0.052
H7 -15.7500 -11.2390 10.8590  0.058
H8 -16.3050 -12.4560 11.8500  0.024
H9 -17.4360 -12.0700 10.8380  0.087
H10 -15.3370 -12.7410 8.9500  0.114
H11 -16.6010 -13.8130 9.5820  0.079
H12 -15.1160 -14.5490 11.1070  0.011
C5 -19.0910 -11.8130 8.8010  -0.095
C6 -18.0270 -12.0950 7.8230  -0.303
O3 -18.1580 -13.3730 7.2580  -0.084
H13 -20.0680 -11.8180 8.3330  0.080
H14 -19.0050 -10.7770 8.9680  0.071
H15 -19.1570 -12.4880 9.6930  0.065
H16 -16.9960 -11.9910 8.2430  0.104
H17 -18.1780 -11.4030 7.0490  0.104
H18 -18.7560 -13.2030 6.4980  0.139
C7 -18.6930 -16.7340 15.7380  -0.068
C8 -19.3720 -15.4110 15.8450  -0.329
O4 -20.3600 -15.2700 14.8860  -0.107
H19 -18.0880 -16.8620 16.5830  0.048
H20 -17.9900 -16.7400 14.9110  0.052
H21 -19.3820 -17.5910 15.7410  0.106
H22 -18.6710 -14.5500 15.7750  0.103
H23 -19.8060 -15.2700 16.8340  0.121
H24 -21.1260 -15.5000 15.3920  0.104
C9 -18.9750 -16.1160 8.9430  -0.669
O5 -19.5860 -17.1510 9.5980  -0.073
N1 -19.3560 -14.8960 9.0080  0.112
N2 -17.8800 -16.2520 8.3120  0.187
H25 -20.3640 -14.6590 8.9550  0.103
H26 -18.8210 -14.2290 8.3560  0.069
H27 -17.4500 -17.2120 8.3860  0.138
H28 -17.2670 -15.5080 8.0080  0.102
C10 -21.7320 -15.5330 12.1400  -0.627
O6 -22.2150 -14.5570 12.9280  -0.083
N3 -20.5920 -16.1930 12.3070  0.116
N4 -22.2710 -16.0110 11.0330  0.098
H29 -20.3750 -16.2300 13.3460  0.096
H30 -19.8630 -15.4870 12.0640  0.044
H31 -23.3400 -16.0920 11.1750  0.135
H32 -22.2660 -15.1750 10.3510  0.081
C11 -19.6970 -11.8710 13.1260  -0.552
O7 -20.4270 -12.3250 12.0310  -0.144
N5 -19.6520 -12.5510 14.2240  0.193
N6 -19.0350 -10.7380 13.1010  0.205
H33 -19.2260 -12.1760 15.0400  0.123
H34 -20.2010 -13.3850 14.3970  0.097
H35 -19.0630 -10.3730 12.2240  0.073
H36 -18.2690 -10.5480 13.8470  0.070
C12 -17.6620 -14.8470 12.1640  -0.565
O8 -16.6580 -15.6750 11.6170  -0.148
N7 -18.7420 -14.4910 11.5210  0.160
N8 -17.4870 -14.3050 13.2990  0.197
H37 -18.8130 -14.6020 10.4620  0.072
H38 -19.3590 -13.6990 11.8180  0.084
H39 -16.7340 -14.5560 13.9780  0.087
H40 -18.1130 -13.5070 13.5430  0.087
C13 -15.3090 -14.9190 15.8790  -0.673
O9 -15.5900 -13.8000 16.6770  -0.148
N9 -15.3980 -16.1410 16.1980  0.203
N10 -14.9440 -14.7400 14.6720  0.118
H41 -15.6040 -16.2700 17.1640  0.123
H42 -15.6210 -16.9910 15.7140  0.062
H43 -14.5280 -13.7540 14.4520  0.177
H44 -14.7910 -15.4460 13.8800  0.150
C14 -22.8310 -12.6960 9.6110  -0.617
O10 -21.9430 -13.7200 9.3050  -0.147
N11 -23.8920 -12.3970 8.9540  0.152
N12 -22.7310 -12.0030 10.6710  0.196
H45 -24.1510 -12.9100 8.0490  0.164
H46 -24.5210 -11.6200 9.2740  0.146
H47 -21.8750 -12.2300 11.1400  0.046
H48 -22.8820 -11.0400 10.6440  0.106
C15 -15.1250 -18.3820 13.7870  -0.149
O11 -15.7720 -18.6920 15.0260  -0.142
H49 -15.1820 -19.2070 13.0990  0.074
H50 -14.0930 -17.9930 13.9490  0.102
H51 -15.7110 -17.5520 13.3760  0.051
H52 -15.2010 -19.3690 15.4190  0.101
C16 -16.0260 -11.0990 14.5530  -0.095
O12 -17.1650 -10.2440 14.7780  -0.111
H53 -15.4690 -10.7010 13.6770  0.101
H54 -16.3020 -12.1140 14.3560  0.039
H55 -15.3600 -11.2450 15.3610  0.070
H56 -16.8060 -9.5580 15.3200  0.100
C17 -18.0080 -18.5370 12.3720  -0.200
O13 -19.2550 -19.0190 12.0150  -0.075
H57 -17.8830 -18.4420 13.4470  0.052
H58 -17.7630 -17.6020 12.0080  0.029
H59 -17.2710 -19.2610 12.2910  0.050
H60 -19.2290 -19.9390 12.3030  0.081

3.
2 unconnected molecules or ions with the total composition CH5S3, computed with ωB97M-V/def2-TZVPD.

Results
HOMO-LUMO gap	6.228	eV
charge	-1
multiplicity	1
LUMO energy	3.6	eV
electronic energy	-33624.933	eV

Each line ends with the Löwdin charge.
Atoms and positions in Å:
S1 -2.2925 0.1442 1.4051  0.269
H1 -2.5110 -0.6512 2.4565  -0.269
C1 0.9658 0.5129 -1.2925  -0.567
S2 1.7526 0.1638 0.2961  0.130
S3 0.6984 -1.5365 0.9993  -0.233
H2 0.1055 -0.1480 -1.4041  -0.003
H3 0.7329 1.5706 -1.2103  -0.002
H4 1.5552 0.2747 -2.1856  0.009
H5 -1.0069 -0.3305 0.9355  -0.335

4.
A molecular structure, C34H38N2OP2S4Si2Ti, computed with ωB97M-V/def2-TZVPD.

Results
HOMO-LUMO gap (spin up / spin down)	4.721 / 5.513	eV
charge	-2
multiplicity	3
LUMO energy (spin up / spin down)	4.2 / 4.2	eV
electronic energy	-141699.537	eV

Each line ends with the Löwdin charge.
Atoms and positions in Å:
Ti1 0.0472 -0.9095 1.5845  0.317
C1 -0.1308 3.0193 3.0242  -0.186
Si1 1.3885 2.3715 2.1171  0.297
C2 2.2146 3.8744 1.2961  -0.187
C3 2.6631 1.7684 3.3736  -0.180
N1 0.8652 1.1733 1.0189  -0.309
P1 1.5910 0.4532 -0.2280  0.571
C4 0.8768 -0.9570 -0.7145  -0.445
P2 -0.7414 -1.0326 -1.0518  0.599
N2 -1.6501 -1.3173 0.2363  -0.339
Si2 -3.2898 -1.4380 0.6645  0.315
C5 -3.7378 -0.1061 1.9286  -0.175
C6 -4.4391 -1.2344 -0.8276  -0.174
C7 -3.6510 -3.0998 1.4883  -0.170
C8 -1.0157 -2.3445 -2.3060  -0.256
C9 -0.3722 -2.3274 -3.5426  -0.104
C10 -0.5227 -3.3745 -4.4367  -0.105
C11 -1.2905 -4.4820 -4.0926  -0.117
C12 -1.8886 -4.5353 -2.8434  -0.092
C13 -1.7490 -3.4727 -1.9576  -0.077
C14 -1.4937 0.4806 -1.8171  -0.241
C15 -1.6160 0.7374 -3.1809  -0.076
C16 -2.1762 1.9229 -3.6397  -0.105
C17 -2.6337 2.8759 -2.7421  -0.117
C18 -2.5244 2.6324 -1.3796  -0.094
C19 -1.9595 1.4505 -0.9247  -0.110
C20 1.7698 1.6269 -1.6394  -0.276
C21 2.4323 1.2234 -2.7998  -0.100
C22 2.4335 2.0231 -3.9307  -0.105
C23 1.7534 3.2371 -3.9275  -0.115
C24 1.0795 3.6401 -2.7852  -0.093
C25 1.0935 2.8401 -1.6486  -0.098
C26 3.3338 0.1669 0.2693  -0.265
C27 3.6134 -0.8777 1.1535  -0.079
C28 4.8911 -1.0487 1.6601  -0.087
C29 5.9157 -0.1822 1.2963  -0.116
C30 5.6493 0.8592 0.4221  -0.109
C31 4.3660 1.0314 -0.0845  -0.102
H1 0.1312 3.6788 3.8559  0.020
H2 -0.7124 2.1846 3.4222  -0.025
H3 -0.7686 3.5774 2.3315  0.016
H4 2.6798 4.4814 2.0807  0.019
H5 1.5107 4.5131 0.7577  0.011
H6 3.0016 3.5855 0.5958  0.009
H7 2.7687 2.5099 4.1728  0.021
H8 3.6417 1.6355 2.9015  0.014
H9 2.3672 0.8210 3.8267  -0.005
H10 -3.9155 0.8575 1.4412  0.013
H11 -2.9197 0.0261 2.6441  -0.005
H12 -4.6370 -0.3704 2.4926  0.021
H13 -4.5600 -0.1796 -1.0867  0.016
H14 -5.4279 -1.6476 -0.6030  0.017
H15 -4.0580 -1.7495 -1.7130  0.013
H16 -2.9175 -3.2688 2.2821  0.020
H17 -3.5870 -3.9411 0.7940  0.013
H18 -4.6523 -3.1116 1.9290  0.020
H19 0.2939 -1.5093 -3.7929  0.098
H20 -0.0187 -3.3382 -5.3960  0.090
H21 -1.3987 -5.3083 -4.7857  0.087
H22 -2.4571 -5.4080 -2.5438  0.095
H23 -2.1865 -3.5287 -0.9706  0.076
H24 -1.2936 0.0065 -3.9090  0.082
H25 -2.2571 2.0950 -4.7072  0.091
H26 -3.0742 3.7997 -3.1000  0.088
H27 -2.8753 3.3628 -0.6590  0.098
H28 -1.8719 1.2748 0.1402  0.083
H29 2.9328 0.2613 -2.8164  0.108
H30 2.9558 1.6931 -4.8219  0.090
H31 1.7426 3.8576 -4.8165  0.087
H32 0.5263 4.5721 -2.7734  0.097
H33 0.5557 3.1504 -0.7638  0.081
H34 2.8262 -1.5576 1.4697  0.070
H35 5.0813 -1.8589 2.3536  0.101
H36 6.9127 -0.3171 1.7001  0.088
H37 6.4370 1.5466 0.1345  0.090
H38 4.1735 1.8574 -0.7580  0.091
O1 -1.8002 -4.7234 7.1987  -0.136
C32 -1.3838 -4.0597 6.2690  -1.075
S1 -1.3411 -2.3002 6.2454  0.903
C33 -0.6093 -2.0907 4.6586  -1.178
C34 -0.3171 -3.2199 3.9825  -1.202
S2 0.4287 -3.3377 2.4052  0.431
S3 -0.7219 -4.7337 4.7830  0.898
S4 -0.3010 -0.4566 4.1158  0.466

5.
C5H12O in the gas phase, computed with ωB97M-V/def2-TZVPD.

Results
HOMO-LUMO gap	10.961	eV
structure (SMILES)	CCCCOC
multiplicity	1
LUMO energy	1.2	eV
electronic energy	-7426.657	eV

Each line ends with the Löwdin charge.
Atoms and positions in Å:
C1 -2.7415 -0.3778 0.1612  -0.121
C2 -1.3122 -0.3540 -0.3723  -0.273
C3 -0.5346 0.8857 0.0674  -0.201
C4 0.9492 0.7741 -0.2309  -0.264
O1 1.4946 -0.2002 0.6290  -0.197
C5 2.8139 -0.5347 0.2948  -0.125
H1 -2.7482 -0.4565 1.2545  0.073
H2 -3.3060 -1.2273 -0.2379  0.068
H3 -3.2811 0.5387 -0.1057  0.071
H4 -1.3213 -0.3977 -1.4703  0.109
H5 -0.7708 -1.2432 -0.0297  0.108
H6 -0.9361 1.7800 -0.4260  0.117
H7 -0.6496 1.0371 1.1484  0.120
H8 1.1051 0.4842 -1.2857  0.125
H9 1.4622 1.7390 -0.0761  0.123
H10 3.2079 -1.1590 1.1006  0.088
H11 3.4500 0.3593 0.1953  0.088
H12 2.8614 -1.0968 -0.6515  0.089

6.
4 unconnected molecules or ions with the total composition C19H33ClF5N2O16P3, computed with ωB97M-V/def2-TZVPD.

Results
HOMO-LUMO gap	8.364	eV
structure (SMILES)	C#C[C@@H](Cl)O[C@@H](C(F)(F)C(F)(F)F)[C@](ON=O)(O[C@H]([PH2]=N)P(=O)(O)O)P(C)C.COC(=O)OC.COC(=O)OC.COC(=O)OC
multiplicity	1
LUMO energy	-0.3	eV
electronic energy	-109950.066	eV

Each line ends with the Löwdin charge.
Atoms and positions in Å:
C1 5.7150 1.4863 1.4754  0.155
C2 4.8236 1.2066 0.7248  -0.144
C3 3.7165 0.9784 -0.1886  -0.709
Cl1 4.2300 1.5474 -1.8217  0.717
O1 3.3637 -0.3669 -0.1726  -0.132
C4 2.0184 -0.7132 -0.4295  -0.155
C5 2.1085 -1.5504 -1.7451  -0.349
F1 3.1268 -2.4208 -1.6872  0.158
F2 2.4043 -0.6380 -2.7088  0.086
C6 0.8817 -2.3265 -2.3130  -0.553
F3 0.8415 -3.5763 -1.9078  0.203
F4 0.9336 -2.3262 -3.6411  0.184
F5 -0.2526 -1.7183 -1.9666  0.156
C7 1.4430 -1.4346 0.8314  -0.535
O2 1.5459 -2.8378 0.6558  -0.089
N1 2.8439 -3.4376 0.9404  0.006
O3 2.7499 -4.5833 0.9090  0.123
O4 0.0193 -1.3181 0.9063  -0.130
C8 -0.5173 -0.0092 1.1207  -0.450
P1 -1.2784 0.2394 2.8120  0.745
N2 -1.1474 1.6602 3.4446  -0.286
P2 -1.8264 0.4181 -0.0777  0.414
O5 -2.7514 1.3877 0.5063  -0.257
O6 -1.0052 1.0086 -1.3173  -0.103
O7 -2.4781 -0.9521 -0.5172  -0.083
P3 2.4316 -1.0247 2.4069  1.014
C9 2.1757 0.7495 2.8388  -0.270
C10 1.5165 -1.9983 3.6472  -0.289
H1 6.6402 1.7618 1.9209  0.043
H2 2.8816 1.6221 0.0797  0.101
H3 1.4397 0.1783 -0.6653  0.145
H4 0.2220 0.7806 1.0147  0.080
H5 -0.7324 -0.8046 3.5679  -0.009
H6 -2.6138 -0.1471 2.6388  0.012
H7 -0.6557 2.3321 2.8729  -0.030
H8 -1.0492 0.4914 -2.1282  0.078
H9 -2.6932 -1.0324 -1.4519  0.094
H10 1.3681 0.8908 3.5511  0.012
H11 2.0110 1.3975 1.9857  0.022
H12 3.0984 1.0657 3.3136  0.031
H13 1.3815 -1.4159 4.5530  0.047
H14 0.5221 -2.2642 3.3008  0.009
H15 2.0394 -2.9237 3.8517  0.034
C11 -6.6241 6.6079 -2.2184  -0.046
O8 -6.8328 5.7469 -1.0985  -0.001
C12 -5.7659 5.0142 -0.7657  -0.631
O9 -4.7030 5.0388 -1.3294  0.121
O10 -6.0862 4.2657 0.2797  0.007
C13 -5.0253 3.4206 0.7589  -0.039
H16 -7.5629 7.1322 -2.3687  0.091
H17 -5.8298 7.3223 -2.0120  0.096
H18 -6.3756 6.0309 -3.1068  0.095
H19 -4.1790 4.0180 1.0874  0.099
H20 -4.7042 2.7254 -0.0073  0.069
H21 -5.4366 2.8740 1.6012  0.095
C14 4.3105 1.6791 -9.5029  -0.040
O11 3.4908 2.1007 -8.4099  0.004
C15 3.6874 1.4157 -7.2842  -0.628
O12 4.4680 0.5132 -7.1378  0.127
O13 2.8718 1.9023 -6.3526  0.010
C16 2.9781 1.2529 -5.0810  -0.064
H22 4.0425 2.3188 -10.3379  0.093
H23 5.3641 1.8042 -9.2628  0.097
H24 4.1116 0.6393 -9.7529  0.097
H25 3.9832 1.3581 -4.6821  0.068
H26 2.7255 0.1990 -5.1673  0.091
H27 2.2700 1.7519 -4.4270  0.086
C17 -1.4211 -4.2446 7.5819  -0.036
O14 -2.2942 -5.0137 6.7499  0.009
C18 -2.2268 -4.7137 5.4566  -0.629
O15 -1.5129 -3.8791 4.9631  0.110
O16 -3.0803 -5.4924 4.7995  0.009
C19 -3.1100 -5.2755 3.3856  -0.034
H28 -1.5884 -4.5994 8.5937  0.094
H29 -0.3829 -4.4053 7.2994  0.096
H30 -1.6625 -3.1859 7.5155  0.097
H31 -2.1348 -5.4745 2.9464  0.097
H32 -3.4149 -4.2555 3.1611  0.095
H33 -3.8419 -5.9747 2.9946  0.094